[1]
{
  "formula": "C6H14N2O",
  "method": "ωB97M-V/def2-TZVPD",
  "e_tot_ha": -421.61866,
  "e_lumo_ha": [0.0348, 0.0348],
  "multiplicity": 1,
  "species": ["N", "N", "C", "H", "H", "C", "C", "H", "C", "H", "H", "H", "C", "H", "H", "H", "O", "H", "C", "H", "H", "H", "H"],
  "coordinates": [[-0.496, 0.024, 1.757], [-1.195, 2.103, 0.898], [-1.865, -1.324, -0.597], [-0.880, 2.473, 1.782], [-1.449, -1.952, 0.184], [-1.129, 0.708, 0.752], [1.242, -1.019, -1.444], [-1.546, -1.720, -1.564], [1.934, 0.834, 0.173], [0.729, -0.267, -2.042], [-1.732, 0.777, -1.230], [-0.106, 0.604, 2.500], [1.465, -0.576, -0.025], [3.010, 0.892, -0.030], [2.095, -1.286, 0.502], [-2.071, 2.510, 0.608], [0.261, -1.037, 1.450], [0.723, -1.976, -1.486], [-1.434, 0.102, -0.435], [-2.956, -1.397, -0.563], [1.775, 1.165, 1.203], [2.218, -1.174, -1.921], [1.406, 1.537, -0.470]],
  "nbo_charge": [-0.29, -0.83, -0.64, 0.37, 0.24, 0.31, -0.67, 0.20, -0.68, 0.22, 0.19, 0.34, 0.13, 0.23, 0.19, 0.39, -0.44, 0.23, -0.35, 0.21, 0.22, 0.22, 0.22]
}

=====

[2]
{
  "formula": "C9H14N3O4SbSe4V",
  "method": "ωB97M-V/def2-TZVPD",
  "total_charge": -1,
  "e_tot_ha": -11606.60051,
  "e_lumo_ha": [0.0678, 0.0625],
  "multiplicity": 3,
  "species": ["H", "Se", "N", "H", "C", "H", "C", "C", "Sb", "O", "V", "C", "O", "Se", "H", "H", "C", "H", "C", "N", "C", "O", "H", "C", "H", "H", "C", "H", "H", "Se", "H", "H", "O", "H", "N", "Se"],
  "coordinates": [[0.675, 2.562, -0.514], [1.712, -2.635, 0.379], [2.438, 2.225, 1.306], [-1.297, -2.973, 1.326], [1.972, 4.048, 2.690], [-0.134, -1.362, -2.804], [-1.657, -2.546, 0.388], [-0.303, 2.096, -0.615], [2.044, -4.850, -2.498], [2.261, 1.006, 0.940], [0.917, -0.338, 0.537], [-2.007, -0.381, 1.309], [-0.518, 1.341, 0.585], [-0.226, -4.384, -3.195], [-1.311, 0.736, -1.987], [-2.255, 1.740, 1.629], [-0.318, 1.161, -1.804], [0.006, 1.697, -2.701], [0.768, 1.949, 3.072], [-0.007, 1.379, 3.701], [0.781, -0.800, -2.625], [0.593, 0.114, -1.515], [1.070, -0.224, -3.505], [-1.899, 1.052, 0.860], [1.585, -1.481, -2.366], [-2.474, 1.190, -0.058], [1.744, 2.681, 2.313], [-2.742, -2.651, 0.308], [-1.167, -3.031, -0.452], [1.128, -1.773, 2.485], [-1.071, 2.865, -0.709], [-1.549, -0.535, 2.291], [-1.327, -1.150, 0.329], [-3.064, -0.663, 1.358], [2.109, 5.150, 2.988], [3.525, -3.215, -3.447]],
  "lowdin_spin": [0.00, -0.06, -0.01, 0.00, 0.00, 0.00, 0.00, 0.00, 0.00, -0.01, 2.03, 0.00, 0.02, 0.00, 0.00, 0.00, 0.00, 0.00, 0.01, 0.01, 0.00, 0.01, 0.00, 0.00, 0.00, 0.00, 0.02, 0.00, 0.00, -0.07, 0.00, 0.00, 0.01, 0.00, 0.01, 0.00]
}

=====

[3]
{
  "formula": "C3H3N5",
  "method": "ωB97M-V/def2-TZVPD",
  "e_tot_ha": -389.68235,
  "e_lumo_ha": -0.0471,
  "multiplicity": 1,
  "species": ["N", "N", "N", "C", "C", "C", "H", "H", "N", "H", "N"],
  "coordinates": [[-1.371, 0.038, -1.515], [-0.281, -0.760, -1.924], [-1.416, 0.785, -0.456], [-0.285, 0.979, 0.541], [0.585, -1.197, -1.105], [0.239, -0.420, 0.959], [0.331, -0.269, 2.162], [0.618, 2.011, 1.861], [-0.238, 2.183, 1.132], [1.084, -2.067, -1.883], [0.733, -1.283, 0.229]],
  "nbo_charge": [0.03, -0.30, -0.16, 0.25, 0.23, 0.14, 0.20, 0.33, -0.51, 0.21, -0.43]
}

=====

[4]
{
  "formula": "C22H18CeClN2O3",
  "method": "ωB97M-V/def2-TZVPD",
  "e_tot_ha": -2119.71903,
  "e_lumo_ha": [-0.0200, -0.0197],
  "multiplicity": 2,
  "species": ["H", "C", "C", "C", "C", "C", "H", "N", "H", "C", "C", "C", "C", "H", "O", "C", "H", "Cl", "C", "C", "H", "H", "H", "C", "H", "H", "C", "H", "H", "H", "O", "C", "Ce", "H", "C", "N", "H", "C", "C", "H", "C", "H", "C", "C", "O", "C", "H"],
  "coordinates": [[-1.508, -0.636, 4.125], [0.892, 2.026, -1.512], [2.510, 2.745, -3.296], [-3.284, -1.348, 0.967], [1.271, 2.882, -2.669], [0.696, 4.647, -4.208], [-2.110, -2.071, 4.970], [1.351, 0.467, 0.048], [1.780, -3.687, 4.582], [1.860, -3.031, 3.722], [-3.055, -0.224, 0.142], [0.806, -2.159, 3.496], [0.842, -1.291, 2.400], [-2.256, 0.326, -1.776], [-0.190, -2.228, 4.412], [-2.350, -2.846, -0.657], [-4.040, 1.176, 1.387], [-1.923, -4.469, -1.139], [-2.953, -2.627, 0.580], [2.143, -0.462, 0.407], [-0.013, 5.386, -4.564], [3.798, 3.443, -4.857], [3.046, -0.595, -0.186], [2.835, 3.555, -4.371], [2.188, 5.141, -5.670], [-1.641, -1.965, -2.460], [-2.096, -1.788, -1.493], [3.862, -2.244, 1.122], [-1.889, -2.102, 3.208], [-3.756, -1.192, 1.931], [-0.157, -0.439, 2.146], [1.930, 4.509, -4.828], [-0.782, 1.172, 0.848], [-0.596, 3.921, -2.645], [2.968, -3.081, 2.886], [1.790, 1.219, -1.061], [3.204, 2.000, -2.931], [0.365, 3.831, -3.131], [-2.429, -0.492, -1.090], [3.773, -3.776, 3.086], [3.012, -2.238, 1.797], [-3.162, -3.471, 1.228], [-1.495, -1.720, 4.147], [1.966, -1.346, 1.555], [-0.338, 2.165, -1.030], [-3.291, 1.131, 0.601], [-3.573, 1.789, -0.218]],
  "lowdin_spin": [0.00, 0.00, 0.00, 0.00, 0.00, 0.00, 0.00, 0.00, 0.00, 0.00, 0.00, 0.00, 0.00, 0.00, 0.00, 0.00, 0.00, 0.00, 0.00, 0.00, 0.00, 0.00, 0.00, 0.00, 0.00, 0.00, 0.00, 0.00, 0.00, 0.00, -0.01, 0.00, 1.02, 0.00, 0.00, 0.00, 0.00, 0.00, 0.00, 0.00, 0.00, 0.00, 0.00, 0.00, 0.00, -0.01, 0.00]
}

=====

[5]
{
  "formula": "H3N4P",
  "method": "ωB97M-V/def2-TZVPD",
  "e_tot_ha": -561.99778,
  "e_lumo_ha": [-0.0114, -0.0269],
  "multiplicity": 1,
  "species": ["H", "P", "H", "N", "N", "N", "H", "N"],
  "coordinates": [[-1.771, 2.034, -1.996], [-0.494, -0.885, -0.930], [1.407, -1.730, 1.692], [-0.943, 1.584, -1.727], [1.089, -0.776, 1.553], [-1.075, 0.362, -1.575], [0.981, -0.375, 2.511], [0.807, -0.213, 0.471]],
  "nbo_charge": [0.31, 0.77, 0.33, -0.39, -0.44, -0.53, 0.34, -0.38]
}

=====

[6]
{
  "formula": "C5H8O2",
  "method": "ωB97M-V/def2-TZVPD",
  "e_tot_ha": -345.69691,
  "e_lumo_ha": 0.0239,
  "multiplicity": 1,
  "species": ["O", "O", "H", "H", "C", "H", "H", "C", "H", "H", "C", "H", "C", "H", "C"],
  "coordinates": [[0.122, 0.268, -2.582], [-0.098, 1.342, -0.381], [-0.986, 1.869, -2.197], [1.231, -1.710, 0.276], [-1.231, -0.641, 0.336], [-1.744, 0.027, -0.609], [0.669, -0.434, 2.404], [-0.430, 1.003, -1.814], [-2.098, -0.595, 0.986], [2.009, -0.185, -0.423], [0.975, 0.129, 1.526], [-1.228, -1.704, 0.045], [0.019, 0.182, 0.395], [1.474, 1.070, 1.697], [1.309, -0.622, 0.279]],
  "nbo_charge": [-0.51, -0.54, 0.14, 0.22, -0.61, 0.19, 0.22, 0.63, 0.22, 0.23, -0.42, 0.22, 0.20, 0.23, -0.43]
}

=====

[7]
{
  "formula": "C3H7NO3",
  "method": "ωB97M-V/def2-TZVPD",
  "total_charge": 1,
  "e_tot_ha": -398.61962,
  "e_lumo_ha": [-0.1593, -0.3605],
  "multiplicity": 2,
  "species": ["O", "H", "C", "O", "H", "H", "C", "H", "H", "N", "O", "H", "H", "C"],
  "coordinates": [[-2.702, 0.797, -1.647], [-0.479, -1.296, 0.741], [1.373, 0.805, 1.930], [0.614, 0.897, 2.851], [-1.367, 0.004, -3.031], [-3.211, -0.013, -1.857], [-1.522, 0.853, -2.337], [1.004, -1.930, -0.010], [0.891, -1.938, 1.796], [1.304, -0.073, 0.882], [-0.716, 1.737, -2.145], [1.952, 0.046, 0.149], [2.235, 1.507, 1.812], [0.623, -1.397, 0.867]],
  "lowdin_spin": [0.00, 0.03, 0.01, 0.34, 0.00, 0.00, 0.00, 0.00, 0.02, 0.51, 0.00, 0.01, 0.01, 0.06]
}

=====

These records have relative energy (zero: lowest compared OMol25 entry of this formula, charge and spin) values of 114.0, 4.9, 116.9, 6.8, 12.6, 67.8, 31.7 kcal per mole, in the order they appear.